# 1
Entry from the Open Molecules 2025 dataset: CH8OSi2 as an isolated structure in a non-equilibrium geometry (ωB97M-V with the def2-TZVPD basis set).

The geometry in XYZ format:
```
12
CH8OSi2 | the Open Molecules 2025 dataset | ωB97M-V with the def2-TZVPD basis set
C -1.575 0.425 0.536
O -1.922 -1.280 0.132
Si 1.835 -0.591 0.115
Si 0.007 0.736 -0.505
H -2.435 0.788 0.024
H -1.680 0.462 1.583
H -2.856 -1.069 0.011
H 2.888 -0.826 -0.875
H 1.239 -1.781 0.456
H 2.782 -0.268 1.357
H 0.510 2.064 -0.264
H -0.513 0.665 -2.004
```

Computed properties:
M ... 92.2 g/mol
ΔE to the lowest compared entry with this formula, charge and spin ... 45.3 kcal/mol
HOMO energy ... -10.4 eV
Frontier orbital gap ... 0.40678 Ha

# 2
Entry from the Open Molecules 2025 dataset: C25H23N3NaO5Sb as an isolated structure (ωB97M-V with the def2-TZVPD basis set).

The geometry in XYZ format:
```
58
C25H23N3NaO5Sb | the Open Molecules 2025 dataset | ωB97M-V with the def2-TZVPD basis set
Na -0.960 0.083 -0.556
O -2.220 0.189 3.813
C -1.481 1.192 4.308
C -1.506 1.431 5.687
C -0.747 2.445 6.236
C 0.053 3.239 5.421
C 0.072 3.006 4.056
C -0.687 1.996 3.473
C -0.678 1.753 1.990
O -1.372 0.775 1.547
N 0.039 2.580 1.282
N 0.019 2.212 -0.068
C 0.107 3.207 -0.865
C 0.120 3.167 -2.316
C 0.452 4.360 -2.961
C 0.502 4.489 -4.338
C 0.179 3.366 -5.103
C -0.171 2.179 -4.511
C -0.218 1.993 -3.088
O -0.527 0.871 -2.594
H -1.987 0.208 2.810
H -2.133 0.790 6.296
H -0.774 2.616 7.308
H 0.657 4.033 5.846
H 0.678 3.610 3.393
H 0.191 4.211 -0.425
H 0.688 5.217 -2.335
H 0.776 5.429 -4.804
H 0.201 3.426 -6.190
H -0.423 1.312 -5.113
C 3.979 -1.932 -1.381
Sb 2.227 -0.673 -1.135
C 2.590 -0.346 0.956
C 3.262 1.118 -1.755
H 4.838 -1.469 -0.892
H 4.199 -2.062 -2.441
H 3.789 -2.908 -0.937
H 3.644 -0.103 1.105
H 2.337 -1.255 1.498
H 1.970 0.475 1.313
H 4.252 1.153 -1.296
H 2.681 1.986 -1.451
H 3.360 1.133 -2.840
O 0.897 -3.702 -0.015
C -0.294 -3.486 -0.222
N -0.916 -2.289 -0.290
C -2.235 -2.472 -0.548
O -3.074 -1.593 -0.699
C -2.528 -3.954 -0.642
C -3.687 -4.668 -0.868
C -3.587 -6.057 -0.894
C -2.366 -6.694 -0.702
C -1.202 -5.964 -0.476
C -1.313 -4.589 -0.449
H -4.630 -4.157 -1.017
H -4.472 -6.660 -1.065
H -2.330 -7.778 -0.731
H -0.241 -6.440 -0.324
```

Computed properties:
M ... 590.2 g/mol
Charge ... -2
ΔE to the lowest compared entry with this formula, charge and spin ... 5.9 kcal/mol
HOMO energy ... -1.4 eV
Frontier orbital gap ... 0.20353 Ha

# 3
Entry from the Open Molecules 2025 dataset: C35H70N2O8S2 as an isolated structure in a non-equilibrium geometry (ωB97M-V with the def2-TZVPD basis set).

The geometry in XYZ format:
```
117
C35H70N2O8S2 | the Open Molecules 2025 dataset | ωB97M-V with the def2-TZVPD basis set
C -6.734 -0.333 0.810
C -6.148 0.228 -0.495
C -6.873 -0.319 -1.704
C -6.255 0.104 -3.032
C -5.502 -0.992 -3.794
C -6.216 -2.332 -3.836
C -5.770 -3.380 -2.824
C -4.319 -3.861 -2.953
C -3.246 -3.112 -2.136
C -2.160 -4.057 -1.599
C -0.825 -3.999 -2.382
C 0.434 -4.007 -1.467
C 1.620 -3.188 -2.028
C 1.993 -1.937 -1.229
C 0.879 -0.942 -1.024
O 1.153 0.404 -1.447
S -0.165 1.246 -1.067
O 0.098 2.516 -0.565
O -1.004 1.131 -2.176
O -0.691 0.303 0.114
C 0.243 -0.795 0.318
C 1.149 -0.389 1.467
S 0.315 -0.709 3.030
O 0.951 -1.806 3.675
O 0.287 0.473 3.815
H -7.177 0.430 1.432
H -5.937 -0.771 1.393
H -7.474 -1.098 0.626
H -5.091 0.019 -0.526
H -6.309 1.294 -0.484
H -7.007 -1.385 -1.597
H -7.868 0.105 -1.661
H -5.536 0.887 -2.836
H -6.987 0.556 -3.683
H -5.414 -0.644 -4.814
H -4.495 -1.048 -3.417
H -7.284 -2.184 -3.745
H -6.057 -2.767 -4.814
H -6.384 -4.252 -3.008
H -5.937 -3.094 -1.795
H -4.318 -4.867 -2.551
H -4.027 -3.967 -3.989
H -3.754 -2.568 -1.350
H -2.790 -2.357 -2.756
H -2.500 -5.079 -1.654
H -2.002 -3.841 -0.552
H -0.766 -3.109 -2.979
H -0.817 -4.871 -3.015
H 0.748 -5.024 -1.308
H 0.124 -3.565 -0.541
H 2.473 -3.846 -2.027
H 1.449 -2.874 -3.050
H 2.330 -2.296 -0.263
H 2.843 -1.441 -1.669
H 0.052 -1.246 -1.659
H -0.413 -1.600 0.598
H 2.080 -0.925 1.463
H 1.298 0.678 1.447
H -0.950 -1.126 2.750
C 7.951 -2.837 1.689
C 6.726 -3.292 0.848
C 5.442 -2.564 1.275
C 4.728 -3.132 2.502
C 4.575 -4.645 2.387
C 5.911 -5.336 2.140
N 6.586 -4.776 0.930
O 5.990 -5.211 -0.122
C 6.778 -5.188 3.403
C 5.706 -6.837 1.981
C 7.040 -2.839 -0.573
H 8.325 -3.604 2.358
H 8.797 -2.595 1.046
H 7.724 -1.955 2.288
H 4.733 -2.595 0.440
H 5.668 -1.509 1.436
H 5.257 -2.859 3.417
H 3.737 -2.678 2.585
H 4.120 -5.043 3.296
H 3.878 -4.876 1.574
H 7.758 -5.644 3.259
H 6.295 -5.698 4.236
H 6.922 -4.157 3.718
H 5.000 -7.076 1.188
H 5.308 -7.252 2.906
H 6.649 -7.339 1.764
H 7.889 -3.385 -0.983
H 7.291 -1.779 -0.559
H 6.195 -2.968 -1.247
C -1.984 8.694 -0.662
C -1.936 8.386 0.861
C -0.778 9.123 1.554
C 0.596 8.463 1.441
C 0.511 6.977 1.783
C -0.536 6.257 0.939
N -1.873 6.910 1.069
O -2.376 6.614 2.214
C -0.048 6.231 -0.522
C -0.622 4.793 1.341
C -3.229 8.972 1.416
H -1.722 7.844 -1.284
H -2.992 8.965 -0.974
H -1.319 9.518 -0.928
H -1.012 9.213 2.619
H -0.729 10.143 1.171
H 1.016 8.612 0.443
H 1.285 8.952 2.133
H 1.483 6.504 1.636
H 0.274 6.866 2.846
H -0.782 5.748 -1.169
H 0.876 5.657 -0.585
H 0.174 7.215 -0.928
H -0.839 4.666 2.401
H 0.324 4.297 1.145
H -1.391 4.279 0.770
H -4.100 8.434 1.040
H -3.309 10.013 1.103
H -3.260 8.953 2.504
```

Computed properties:
M ... 711.1 g/mol
Multiplicity ... 3
<S²> ... 2.008
HOMO energy (alpha / beta) ... -8.2 / -9.1 eV
Frontier orbital gap (alpha / beta) ... 0.30669 / 0.33820 Ha

# 4
Entry from the Open Molecules 2025 dataset: an isolated molecule of C8H10 in a non-equilibrium geometry (ωB97M-V with the def2-TZVPD basis set).

The geometry in XYZ format:
```
18
C8H10 | the Open Molecules 2025 dataset | ωB97M-V with the def2-TZVPD basis set
C 0.596 0.835 -2.300
C -0.527 0.024 -1.679
C -0.327 -0.068 -0.169
C 0.775 -0.776 0.283
C 1.109 -0.863 1.646
C 0.185 -0.379 2.534
C -1.059 0.083 2.100
C -1.311 0.313 0.760
H 0.887 1.699 -1.719
H 1.502 0.230 -2.424
H 0.458 1.125 -3.358
H -1.497 0.520 -1.924
H -0.564 -1.011 -1.984
H 1.470 -1.215 -0.428
H 2.093 -1.263 1.837
H 0.262 -0.446 3.613
H -1.822 0.426 2.794
H -2.232 0.766 0.419
```

Computed properties:
M ... 106.2 g/mol
SMILES ... CCc1ccccc1
ΔE to the lowest compared entry with this formula, charge and spin ... 8.8 kcal/mol
HOMO energy ... -9.0 eV
Frontier orbital gap ... 0.36915 Ha

# 5
Entry from the Open Molecules 2025 dataset: a 2-piece molecular cluster, C3H12NO overall in a non-equilibrium geometry (ωB97M-V with the def2-TZVPD basis set).

The geometry in XYZ format:
```
17
C3H12NO | the Open Molecules 2025 dataset | ωB97M-V with the def2-TZVPD basis set
C 0.000 0.000 0.000
C 1.772 -1.570 -0.890
C 0.591 0.039 -2.395
N 1.064 -0.239 -1.011
H -0.820 -0.726 -0.130
H -0.434 1.010 0.084
H 0.531 -0.234 0.938
H 2.140 -1.813 0.120
H 2.624 -1.591 -1.590
H 1.046 -2.342 -1.195
H -0.190 -0.702 -2.636
H 1.340 0.036 -3.205
H 0.126 1.038 -2.350
H 1.818 0.446 -0.780
O 3.917 -2.380 1.767
H 3.526 -2.399 2.670
H 4.003 -3.326 1.514
```

Computed properties:
M ... 78.1 g/mol
Charge ... +1
ΔE to the lowest compared entry with this formula, charge and spin ... 24.2 kcal/mol
HOMO energy ... -14.9 eV
Frontier orbital gap ... 0.43121 Ha

# 6
Entry from the Open Molecules 2025 dataset: a 2-piece molecular cluster, C10H13BrNOS overall (ωB97M-V with the def2-TZVPD basis set).

The geometry in XYZ format:
```
27
C10H13BrNOS | the Open Molecules 2025 dataset | ωB97M-V with the def2-TZVPD basis set
C 1.923 -1.422 -1.999
C 0.802 -1.528 -1.198
C 3.048 -0.746 -1.557
C 1.931 -0.278 0.529
C 0.797 -0.975 0.093
C 3.036 -0.164 -0.296
C -1.290 1.261 0.706
C -1.616 -1.711 0.445
C -2.438 3.137 -1.107
C -0.335 -1.184 0.972
N -0.170 -1.169 2.277
O -1.387 2.332 1.479
S -1.808 1.444 -0.873
Br 4.553 0.808 0.321
H 1.919 -1.872 -2.978
H -0.052 -2.074 -1.557
H 3.926 -0.672 -2.182
H 1.955 0.204 1.493
H -2.425 -1.570 1.158
H -1.515 -2.780 0.264
H -1.882 -1.227 -0.487
H -1.727 3.678 -1.725
H -2.552 3.611 -0.138
H -3.394 3.054 -1.613
H -0.943 -1.391 2.887
H -1.070 2.167 2.380
H 0.713 -0.933 2.705
```

Computed properties:
M ... 275.2 g/mol
Charge ... +1
ΔE to the lowest compared entry with this formula, charge and spin ... 0.0 kcal/mol
HOMO energy ... -12.3 eV
Frontier orbital gap ... 0.29609 Ha